Density functional theory data (ωB97M-V with the def2-TZVPD basis set) for a cluster of 8 separate species, C15H46O15 in total in a non-equilibrium geometry.

Element x y z (Å)
1 C 0.661090 -0.496431 -0.307561
2 O -0.303830 0.390429 -0.832491
3 H 0.240410 -1.054761 0.528739
4 H 0.964680 -1.223041 -1.061201
5 H 1.536830 -0.007681 0.119419
6 H -0.524550 0.049479 -1.702341
7 C -1.544360 -3.020891 3.565689
8 C -0.868720 -3.846031 4.681889
9 O 0.076270 -3.119721 5.443999
10 O -0.634370 -2.566911 2.577619
11 H -2.180980 -2.241741 3.984899
12 H -2.296090 -3.542571 2.973369
13 H -0.486180 -4.798951 4.316239
14 H -1.702720 -4.165801 5.306629
15 H -0.395510 -2.806571 6.219219
16 H 0.039120 -2.091961 3.069989
17 C 3.797060 -1.740701 -1.973731
18 C 4.771350 -2.890801 -2.106541
19 O 4.870240 -3.760011 -1.009431
20 O 4.088070 -0.967091 -0.818391
21 H 2.768000 -2.099941 -1.964871
22 H 3.946300 -1.126421 -2.861701
23 H 5.777360 -2.533441 -2.326441
24 H 4.510450 -3.436501 -3.013311
25 H 5.576720 -4.398501 -1.131241
26 H 4.038200 -1.556991 -0.062661
27 C 1.214210 0.580629 -4.281021
28 C -0.141500 -0.103001 -4.601521
29 O -0.788550 -0.605891 -3.474991
30 O 1.104990 1.963609 -3.889551
31 H 1.797770 0.588339 -5.201621
32 H 1.769460 0.038589 -3.515521
33 H 0.012570 -0.854501 -5.375861
34 H -0.834970 0.582659 -5.088421
35 H -1.695820 -0.896941 -3.592231
36 H 1.962010 2.157359 -3.502801
37 C 1.935550 4.384099 0.137289
38 C 1.382730 3.079019 -0.510151
39 O 0.069690 2.918109 -0.063351
40 O 1.399580 5.557879 -0.389621
41 H 3.019260 4.426959 0.028539
42 H 1.773930 4.342799 1.214449
43 H 2.013370 2.272379 -0.136341
44 H 1.384230 3.041969 -1.599521
45 H -0.209900 2.034689 -0.314371
46 H 0.451590 5.524079 -0.242071
47 C -3.873760 -0.953261 0.090519
48 C -3.099890 -2.096901 -0.583861
49 O -2.803020 -3.171611 0.323179
50 O -3.089250 -0.321691 1.136139
51 H -4.789290 -1.210611 0.623129
52 H -4.195480 -0.158401 -0.582381
53 H -2.187050 -1.702261 -1.030061
54 H -3.746290 -2.549581 -1.335751
55 H -2.135160 -2.865901 0.941319
56 H -2.322120 0.123159 0.768409
57 C 0.229350 0.505239 3.657519
58 C 1.617330 -0.083971 3.952509
59 O 1.569210 -1.500311 3.884469
60 O -0.644560 0.385029 4.760779
61 H -0.131120 0.037379 2.741399
62 H 0.263210 1.578939 3.472809
63 H 1.980730 0.247549 4.925199
64 H 2.422330 0.291699 3.320889
65 H 1.261950 -1.826831 4.733329
66 H -1.544910 0.600849 4.507049
67 C -2.303220 3.246909 -2.249441
68 C -3.015760 2.783249 -1.012211
69 O -4.460850 2.879869 -1.014101
70 O -2.472760 4.598749 -2.350471
71 H -2.849570 2.785499 -3.072061
72 H -1.249020 2.969969 -2.257591
73 H -2.610940 3.193299 -0.086971
74 H -2.887940 1.724739 -0.785691
75 H -4.727220 3.713639 -1.408421
76 H -2.550000 4.796319 -3.286741

Forces on the atoms, in the same order (eV/Å):
0.2 -0.8 0.8
-0.1 0.1 0.2
-0.2 -0.2 0.0
0.1 0.1 0.0
0.0 0.4 -0.4
-0.2 0.2 -0.6
0.0 -0.4 -0.6
-1.8 -0.3 -0.8
0.0 -0.2 0.2
-0.6 0.0 0.3
0.5 0.7 0.4
0.1 -1.0 0.4
0.7 0.4 -0.2
-0.1 0.0 0.4
0.1 0.2 0.1
0.9 0.3 -0.1
0.7 -0.5 0.8
1.0 -0.4 -1.4
-0.9 0.1 0.9
-0.3 0.3 -0.4
-0.1 -0.1 0.0
-0.1 0.2 0.1
0.1 0.6 0.1
-0.4 -0.3 -0.2
0.0 0.2 -0.2
0.1 -0.1 0.2
-0.7 0.3 -0.4
0.1 1.1 -1.0
0.4 -0.5 1.8
-0.5 -0.8 0.1
0.0 -0.4 -0.2
-0.2 -0.3 0.0
0.4 -0.5 0.2
0.3 0.6 -0.1
0.1 0.1 -0.5
0.0 0.4 0.1
0.2 -1.1 -0.5
0.6 0.8 0.9
-0.5 0.6 0.6
-0.2 0.5 -0.3
0.1 0.0 -0.3
-0.3 -0.3 0.2
0.2 -0.3 0.0
0.4 0.5 -0.1
-0.2 -0.4 -0.2
-0.2 0.0 -0.1
0.7 0.9 0.9
-1.0 -0.3 1.1
-0.2 0.5 -0.6
-0.3 -0.5 0.0
0.1 -0.8 -0.2
0.2 -0.1 -0.6
0.1 0.0 -0.1
0.1 0.1 -0.3
0.3 0.2 0.2
0.2 0.0 -0.4
0.6 1.1 -0.4
-0.5 0.4 0.6
0.5 0.5 -0.3
0.1 -1.0 0.6
-0.3 -0.2 0.0
0.6 0.2 -0.4
-0.3 -0.1 0.4
-0.4 -0.1 -0.7
-0.2 -0.4 0.2
0.0 0.0 -0.2
-0.8 -1.8 0.2
-0.7 -1.1 1.6
0.7 0.1 -0.5
-0.2 2.4 -0.4
0.3 -0.5 -0.4
0.0 -0.2 0.1
0.0 0.9 -0.2
0.4 -0.3 -0.7
0.2 0.3 0.0
0.1 0.4 0.1

Results
gap between HOMO and LUMO = 10.08 eV
multiplicity = 1

Mulliken population analysis, charges in e, atoms 1 to 2: atom 1 (C): -0.27, atom 2 (O): 0.56

=====

Density functional theory data (ωB97M-V with the def2-TZVPD basis set) for a cluster of 2 separate species, C24H16N5O6S in total in a non-equilibrium geometry.

Element x y z (Å)
1 C 1.772487 0.536670 2.373509
2 C 0.747984 1.470878 2.408212
3 N -0.142161 2.244729 2.445257
4 C 3.120148 0.951148 2.441763
5 C 4.193840 0.010612 2.468545
6 C 5.508583 0.437268 2.522221
7 C 5.811679 1.810945 2.555965
8 C 7.179758 2.239411 2.603008
9 N 8.300160 2.582391 2.641097
10 C 4.771982 2.755997 2.541938
11 C 3.451046 2.342102 2.493147
12 H 1.524318 -0.527239 2.362891
13 H 3.951261 -1.053778 2.450272
14 H 6.326998 -0.286487 2.536354
15 H 5.012893 3.821599 2.569051
16 H 2.649975 3.083694 2.495739
17 C -4.867641 0.891776 2.451468
18 C -3.899362 -0.019590 1.761022
19 C -4.319378 -1.209556 1.165022
20 C -3.410934 -2.083929 0.568282
21 C -2.051601 -1.745476 0.538446
22 S -0.853788 -2.830749 -0.198770
23 O 0.280044 -3.031105 0.656612
24 O -1.513492 -3.902261 -0.891415
25 N -0.158064 -1.782822 -1.378142
26 C -0.856778 -1.174145 -2.445437
27 C -2.199230 -1.197983 -2.790023
28 C -2.594668 -0.424847 -3.894556
29 N -3.975883 -0.351318 -4.240190
30 O -4.304772 0.245171 -5.290459
31 O -4.816384 -0.880235 -3.479600
32 C -1.648538 0.325560 -4.645156
33 C -0.307075 0.349772 -4.270297
34 C 0.090932 -0.395782 -3.161004
35 C 1.353210 -0.558895 -2.462916
36 N 2.559721 0.093989 -2.753028
37 O 2.599537 0.922525 -3.690585
38 O 3.558367 -0.185894 -2.048556
39 C 1.154696 -1.397643 -1.387015
40 C -1.620559 -0.548381 1.110477
41 C -2.545414 0.305043 1.697252
42 H -4.330224 1.741904 2.875899
43 H -5.622217 1.269144 1.754089
44 H -5.390618 0.370174 3.259643
45 H -5.379193 -1.461922 1.178003
46 H -3.743523 -3.016412 0.114953
47 H -2.927134 -1.782337 -2.242430
48 H -2.003091 0.888934 -5.503034
49 H 0.432885 0.931942 -4.811068
50 H 1.900103 -1.734922 -0.687054
51 H -0.564521 -0.282552 1.097807
52 H -2.206371 1.242861 2.132779

Forces on the atoms, in the same order (eV/Å):
0.3 -0.5 -0.1
-1.6 1.0 0.1
1.2 -1.0 -0.1
-0.1 0.2 0.0
0.2 0.3 0.0
-0.3 -0.1 0.0
0.4 0.0 0.0
1.7 0.5 0.1
-2.0 -0.6 -0.1
-0.5 -0.1 0.0
0.7 0.0 0.0
0.0 0.3 0.1
0.1 0.3 0.0
-0.3 0.2 0.0
-0.1 -0.3 0.0
0.2 -0.3 0.0
0.0 0.1 0.0
0.3 -0.4 -0.3
0.1 -0.3 -0.1
0.1 0.0 -0.2
-0.4 0.0 0.2
0.4 0.6 0.0
-0.7 -0.4 0.0
0.3 0.6 0.4
-0.7 -0.2 -0.2
0.8 0.4 -0.2
-0.4 0.1 -0.3
2.2 0.1 0.5
-3.0 0.1 -0.8
0.8 -1.0 1.8
1.6 0.8 -1.2
-0.2 -0.3 0.4
-0.5 0.0 -0.3
0.1 -0.1 0.5
-1.5 -0.4 0.2
2.9 1.0 -0.1
-0.4 -1.4 1.4
-1.9 0.4 -1.3
0.1 0.5 -0.9
0.2 -0.1 -0.1
0.0 0.1 0.2
-0.1 0.0 0.0
0.1 0.0 0.1
0.1 0.1 -0.1
0.2 0.0 0.0
0.0 0.2 0.1
0.0 0.1 -0.1
0.1 -0.1 0.2
-0.3 -0.1 0.1
-0.2 0.0 0.2
-0.2 0.1 0.0
0.2 -0.2 -0.1

Results
gap between HOMO and LUMO = 4.14 eV
charge = -1
multiplicity = 1

Mulliken population analysis, charges in e, atoms 1 to 2: atom 1 (C): -0.66, atom 2 (C): 0.19